Record 1
{
  "formula": "C38H80BrIN18O28",
  "method": "ωB97M-V with the def2-TZVPD basis set",
  "elements": ["C", "C", "C", "C", "C", "C", "C", "C", "Br", "C", "C", "C", "N", "C", "N", "C", "C", "C", "C", "C", "I", "C", "C", "N", "C", "C", "C", "C", "C", "N", "H", "H", "H", "H", "H", "H", "H", "H", "H", "H", "H", "H", "H", "H", "H", "H", "H", "H", "H", "H", "H", "H", "H", "H", "H", "H", "H", "H", "H", "H", "H", "H", "H", "H", "H", "H", "H", "H", "C", "N", "O", "O", "H", "H", "H", "C", "N", "O", "O", "H", "H", "H", "C", "N", "O", "O", "H", "H", "H", "C", "N", "O", "O", "H", "H", "H", "C", "N", "O", "O", "H", "H", "H", "C", "N", "O", "O", "H", "H", "H", "C", "N", "O", "O", "H", "H", "H", "C", "N", "O", "O", "H", "H", "H", "C", "N", "O", "O", "H", "H", "H", "C", "N", "O", "O", "H", "H", "H", "C", "N", "O", "O", "H", "H", "H", "C", "N", "O", "O", "H", "H", "H", "C", "N", "O", "O", "H", "H", "H", "C", "N", "O", "O", "H", "H", "H"],
  "positions_angstrom": [[-1.782, 3.866, -1.833], [-2.990, 2.949, -1.238], [-3.408, 3.324, 0.273], [-2.251, 3.092, 1.377], [-2.733, 2.101, 2.585], [-2.301, 0.547, 2.326], [-0.696, 0.462, 2.448], [-0.104, 0.460, 3.950], [-1.366, 0.506, 5.519], [1.449, 0.389, 4.133], [2.064, 0.367, 5.644], [2.491, 0.356, 2.914], [3.895, 0.334, 3.272], [4.668, 0.335, 2.056], [6.168, 0.349, 2.214], [6.566, -0.718, 3.188], [7.194, -0.184, 4.575], [6.395, 1.040, 5.260], [4.121, 0.313, 0.585], [5.162, 0.310, -0.659], [3.968, 0.642, -2.495], [6.039, -1.053, -0.704], [5.618, -2.088, -1.865], [2.714, 0.303, 0.286], [1.886, 0.349, 1.476], [0.304, 0.384, 1.250], [-0.271, 0.340, -0.278], [-1.024, -1.077, -0.480], [-0.857, -1.690, -1.982], [-1.312, -0.729, -3.062], [-1.946, 3.887, -2.989], [-0.739, 3.391, -1.681], [-1.836, 4.965, -1.493], [-2.808, 1.814, -1.395], [-3.918, 3.195, -1.900], [-3.701, 4.433, 0.295], [-4.306, 2.640, 0.563], [-1.230, 2.780, 0.955], [-2.079, 4.122, 1.896], [-2.164, 2.443, 3.538], [-3.875, 2.190, 2.782], [-2.712, 0.265, 1.294], [-2.856, -0.068, 3.132], [1.279, 0.125, 6.441], [2.698, 1.305, 5.871], [2.820, -0.522, 5.654], [6.447, 1.296, 2.524], [5.737, -1.479, 3.430], [7.410, -1.334, 2.668], [8.309, 0.093, 4.507], [7.127, -1.075, 5.325], [6.869, 1.184, 6.317], [5.280, 0.850, 5.440], [6.588, 2.052, 4.714], [5.845, 1.228, -0.559], [5.979, -1.544, 0.344], [7.146, -0.763, -0.904], [4.509, -2.351, -1.737], [5.859, -1.712, -2.936], [6.276, -3.036, -1.723], [0.562, 0.393, -1.066], [-0.966, 1.247, -0.484], [-0.509, -1.834, 0.227], [-2.151, -1.051, -0.267], [0.210, -2.089, -2.148], [-1.586, -2.588, -2.033], [-0.504, -0.641, -3.702], [-2.123, -1.135, -3.584], [-0.975, 7.959, 3.022], [-1.670, 6.703, 2.635], [-1.305, 5.668, 3.178], [-2.559, 6.797, 1.800], [-0.216, 7.725, 3.766], [-0.520, 8.372, 2.122], [-1.724, 8.635, 3.433], [-0.865, 5.210, -5.741], [-2.016, 6.077, -5.374], [-3.132, 5.700, -5.708], [-1.759, 7.105, -4.763], [-1.238, 4.338, -6.276], [-0.201, 5.797, -6.376], [-0.369, 4.913, -4.817], [6.769, -4.186, -5.780], [7.605, -3.924, -4.578], [8.739, -3.502, -4.762], [7.093, -4.150, -3.489], [7.347, -3.942, -6.670], [6.502, -5.241, -5.770], [5.884, -3.553, -5.709], [8.960, -4.361, 5.963], [8.584, -2.924, 6.021], [7.541, -2.637, 6.602], [9.345, -2.132, 5.485], [8.198, -4.945, 6.477], [9.018, -4.643, 4.911], [9.926, -4.467, 6.456], [-5.374, -1.756, -1.981], [-4.765, -2.594, -3.047], [-4.734, -3.802, -2.863], [-4.337, -2.007, -4.033], [-5.707, -2.404, -1.171], [-4.608, -1.064, -1.631], [-6.217, -1.224, -2.421], [-4.600, 3.773, 5.279], [-5.739, 4.648, 5.659], [-6.862, 4.280, 5.339], [-5.468, 5.676, 6.266], [-4.986, 2.903, 4.749], [-3.939, 4.354, 4.635], [-4.095, 3.472, 6.197], [-0.754, -2.881, 3.955], [-1.464, -4.129, 3.574], [-1.107, -5.168, 4.112], [-2.359, -4.021, 2.746], [0.010, -3.122, 4.694], [-0.301, -2.471, 3.053], [-1.492, -2.197, 4.373], [10.590, -1.293, 9.189], [10.278, -2.747, 9.200], [10.976, -3.477, 8.506], [9.346, -3.107, 9.904], [11.435, -1.120, 8.525], [9.703, -0.770, 8.830], [10.835, -1.002, 10.210], [5.041, -6.227, -9.759], [5.878, -5.965, -8.558], [7.012, -5.545, -8.744], [5.366, -6.191, -7.469], [5.619, -5.984, -10.650], [4.774, -7.283, -9.749], [4.157, -5.593, -9.688], [-6.603, 5.803, -5.939], [-7.576, 4.973, -6.698], [-8.637, 5.496, -7.013], [-7.241, 3.824, -6.952], [-7.031, 6.793, -5.786], [-6.423, 5.308, -4.984], [-5.690, 5.864, -6.531], [-10.159, 3.250, -8.455], [-11.130, 2.418, -9.214], [-12.195, 2.942, -9.530], [-10.791, 1.265, -9.468], [-10.588, 4.239, -8.303], [-9.979, 2.757, -7.500], [-9.246, 3.313, -9.046], [-5.178, -6.348, 1.263], [-5.578, -4.917, 1.301], [-5.652, -4.383, 2.397], [-5.802, -4.376, 0.227], [-5.011, -6.693, 2.283], [-5.990, -6.903, 0.795], [-4.261, -6.417, 0.678], [-13.603, 0.443, -8.345], [-14.298, -0.811, -8.736], [-13.938, -1.847, -8.193], [-15.183, -0.714, -9.576], [-12.847, 0.207, -7.597], [-13.141, 0.857, -9.240], [-14.353, 1.120, -7.937], [4.506, -3.366, 6.724], [3.514, -4.179, 5.972], [2.461, -3.637, 5.663], [3.826, -5.334, 5.717], [4.098, -2.368, 6.878], [4.682, -3.863, 7.678], [5.415, -3.322, 6.127]],
  "forces_ev_per_a": [[-0.4, -0.7, -1.0], [-0.7, 0.8, -0.4], [0.5, -0.9, -0.3], [-0.7, 0.9, 1.1], [1.1, 0.2, -0.1], [0.0, 1.2, 0.0], [2.7, -0.6, 0.0], [4.0, -0.2, -3.3], [1.5, -0.1, -1.7], [-2.2, 0.4, -0.2], [0.7, -1.0, -1.3], [-2.3, 0.0, 0.6], [-1.7, 0.1, -6.5], [-0.9, 0.3, 0.6], [-2.8, -0.4, 0.4], [2.0, -0.8, 0.7], [-0.9, -0.3, 0.8], [1.0, 0.3, 0.8], [-2.3, 0.1, 1.0], [-0.2, -0.1, 1.6], [0.7, 0.1, 0.6], [0.5, 0.1, -0.6], [0.6, -0.5, 0.8], [3.0, 0.2, 4.8], [-0.4, -0.1, 0.6], [-0.5, 0.5, 2.5], [-0.1, -0.3, 0.6], [0.6, -0.5, -0.8], [-1.1, -0.5, 0.8], [0.7, -1.1, 0.1], [0.4, 0.0, 1.9], [-1.7, 1.0, 0.1], [0.2, -1.8, -0.2], [0.0, 1.9, 0.4], [1.5, -0.5, 1.1], [0.2, -1.7, 0.0], [1.4, 1.4, -0.5], [-1.6, 0.3, 0.5], [-0.2, -2.0, -1.1], [-1.1, -0.5, -1.5], [2.0, -0.2, -0.5], [0.9, 0.2, 1.5], [1.3, 0.7, -1.4], [1.1, 0.7, -1.3], [-1.3, -1.4, -0.4], [-1.3, 1.5, 0.0], [-0.2, -0.9, 0.0], [1.0, 1.6, -0.6], [-1.4, 0.9, 0.9], [-1.8, -0.4, -0.2], [0.2, 1.8, -1.5], [-0.8, -0.2, -1.8], [1.7, 0.3, -0.6], [-0.6, -1.8, 0.8], [-1.1, -1.4, -0.2], [0.1, 0.8, -1.9], [-1.9, -0.4, 0.5], [1.6, 0.3, -0.5], [-0.6, -0.4, 2.0], [-1.4, 1.6, -0.2], [-0.9, 0.0, 1.5], [1.2, -1.7, 0.5], [-1.1, 1.1, -1.0], [1.7, 0.1, -0.1], [-1.6, 0.8, 0.2], [1.4, 1.1, 0.3], [-1.1, 0.1, 0.2], [1.2, 0.5, 0.5], [0.3, 0.2, 0.2], [-0.2, -0.3, -0.1], [-0.3, 0.7, -0.3], [0.6, -0.2, 0.6], [-0.2, -0.1, -0.1], [-0.2, 0.0, 0.1], [0.1, -0.1, -0.2], [0.1, -0.3, -0.2], [-0.3, 0.3, 0.2], [0.6, 0.4, 0.3], [-0.3, -0.7, -0.5], [0.0, 0.2, 0.1], [0.0, 0.0, 0.2], [0.0, 0.2, -0.1], [0.1, 0.1, -0.2], [0.3, 0.2, 0.2], [-0.7, -0.3, 0.4], [0.6, 0.0, -0.8], [0.0, -0.1, 0.2], [0.0, 0.3, 0.1], [0.0, -0.2, 0.1], [-0.1, -0.4, 0.0], [0.2, 0.1, -0.1], [0.8, 0.0, -0.2], [-0.6, -0.5, 0.6], [0.1, 0.2, -0.1], [0.1, 0.1, 0.1], [-0.1, 0.1, -0.1], [-0.2, 0.0, 0.4], [0.1, -0.5, -0.1], [0.1, 0.9, -0.4], [-0.1, -0.4, 0.4], [0.1, 0.0, -0.2], [-0.1, 0.0, -0.2], [0.2, 0.0, 0.0], [0.1, -0.3, -0.2], [-0.5, 0.2, 0.1], [0.7, 0.4, 0.3], [-0.3, -0.7, -0.4], [0.0, 0.2, 0.1], [0.0, 0.0, 0.2], [0.0, 0.2, -0.1], [0.3, 0.1, 0.2], [0.0, -0.4, 0.1], [-0.4, 0.6, -0.5], [0.5, -0.2, 0.4], [-0.1, -0.1, -0.1], [-0.2, 0.0, 0.1], [0.0, -0.1, -0.2], [0.2, 0.3, -0.1], [-0.2, -0.4, 0.1], [-0.6, 0.3, 0.4], [0.7, 0.1, -0.6], [-0.2, -0.1, 0.1], [0.0, -0.1, 0.2], [-0.2, 0.0, -0.1], [0.0, 0.0, -0.4], [0.3, 0.1, 0.2], [-0.8, -0.3, 0.3], [0.4, 0.1, -0.8], [0.0, 0.0, 0.2], [-0.1, 0.2, 0.1], [0.1, -0.2, 0.1], [0.1, 0.3, 0.1], [-0.2, -0.1, -0.1], [0.6, -0.5, 0.1], [-0.4, 0.8, 0.1], [0.0, -0.2, -0.1], [0.1, 0.0, -0.2], [-0.1, -0.2, 0.2], [-0.1, 0.3, 0.1], [-0.2, -0.1, -0.2], [0.8, -0.7, 0.1], [-0.5, 1.0, 0.1], [0.0, -0.2, -0.1], [0.1, 0.0, -0.2], [-0.1, -0.1, 0.2], [0.1, -0.3, 0.2], [0.0, 0.5, 0.3], [-0.1, -0.2, -0.8], [0.1, -0.2, 0.6], [0.0, 0.2, -0.2], [0.1, 0.1, -0.1], [-0.2, 0.0, 0.0], [0.1, 0.1, 0.2], [-0.2, -0.4, 0.0], [-0.4, 0.6, -0.5], [0.6, -0.2, 0.6], [-0.2, -0.1, -0.2], [-0.3, -0.1, 0.1], [0.0, -0.1, -0.2], [0.0, 0.3, 0.1], [-0.4, -0.2, -0.2], [0.6, -0.5, 0.1], [-0.3, 0.8, 0.1], [0.0, -0.2, -0.1], [0.1, 0.0, -0.2], [-0.1, -0.1, 0.2]],
  "mulliken_charge": [-0.67, -0.31, -0.66, 0.89, -0.71, -0.65, 0.62, -0.82, -0.13, 0.99, -0.81, 0.13, -0.28, -0.26, -0.05, -0.38, 0.41, -0.95, -0.06, -0.50, -0.02, 0.13, -1.09, -0.14, 0.06, 0.20, 0.53, 0.04, -0.76, -0.45, 0.10, 0.27, 0.29, 0.01, 0.35, 0.25, 0.30, 0.01, -0.67, 0.35, 0.37, -0.38, 0.45, 0.36, 0.25, -0.08, 0.35, 0.22, 0.32, 0.34, -0.40, 0.38, 0.00, 0.30, 0.51, 0.03, 0.26, 0.24, 0.26, 0.35, 0.32, -1.00, 0.01, 0.06, 0.31, 0.27, 0.22, 0.19, -0.80, 0.84, -0.51, -0.49, 0.32, 0.30, 0.29, -0.73, 0.88, -0.50, -0.52, 0.30, 0.29, 0.28, -0.82, 0.85, -0.54, -0.51, 0.34, 0.36, 0.30, -0.79, 0.87, -0.58, -0.49, 0.29, 0.33, 0.27, -0.31, 0.92, -0.52, -0.56, 0.15, 0.04, 0.30, -0.53, 0.91, -0.53, -0.54, 0.27, 0.16, 0.29, -0.24, 0.94, -0.58, -0.54, 0.23, 0.06, 0.18, -0.71, 0.90, -0.54, -0.51, 0.30, 0.26, 0.30, -0.71, 0.85, -0.51, -0.51, 0.31, 0.28, 0.28, -0.70, 0.88, -0.52, -0.52, 0.33, 0.25, 0.28, -0.77, 0.82, -0.51, -0.49, 0.34, 0.30, 0.29, -0.76, 0.88, -0.50, -0.54, 0.29, 0.32, 0.28, -0.64, 0.86, -0.53, -0.52, 0.30, 0.26, 0.29, -0.60, 0.92, -0.49, -0.55, 0.20, 0.34, 0.17],
  "homo_lumo_gap_ev": 7.28
}

---

Record 2
{
  "formula": "C3H5NO3",
  "method": "ωB97M-V with the def2-TZVPD basis set",
  "elements": ["N", "C", "C", "O", "C", "O", "O", "H", "H", "H", "H", "H"],
  "positions_angstrom": [[0.298, -1.321, 0.044], [-0.162, -0.029, 0.004], [0.730, 1.000, -0.017], [2.118, 0.835, -0.048], [-1.622, 0.225, -0.038], [-2.139, 1.326, -0.051], [-2.320, -0.924, 0.010], [1.259, -1.192, 0.233], [0.369, -1.705, -0.914], [0.502, 2.028, 0.321], [2.719, 1.469, 0.291], [-1.751, -1.711, 0.165]],
  "forces_ev_per_a": [[0.2, -1.9, -1.5], [1.0, 3.0, -0.7], [0.6, 1.7, 2.0], [-1.8, -2.9, -1.2], [0.1, 0.8, 0.7], [0.4, -1.4, -0.2], [-0.6, -0.2, 0.0], [1.5, -0.5, 0.9], [-0.5, -0.1, 0.5], [-0.6, -0.7, -0.8], [-0.1, 1.4, 0.6], [0.0, 0.8, -0.1]],
  "mulliken_charge": [-0.70, 0.45, -0.03, -0.52, 0.24, -0.58, -0.51, 0.33, 0.25, 0.29, 0.33, 0.46],
  "homo_lumo_gap_ev": 9.51,
  "relative_energy_ev": 1.905
}

---

Record 3
{
  "formula": "C28H49N2OP3SSc",
  "method": "ωB97M-V with the def2-TZVPD basis set",
  "elements": ["Sc", "P", "P", "P", "H", "C", "C", "H", "C", "C", "C", "C", "C", "C", "C", "C", "C", "H", "H", "H", "H", "H", "H", "H", "H", "H", "H", "H", "H", "H", "H", "H", "H", "H", "H", "H", "H", "H", "H", "H", "H", "H", "H", "H", "H", "H", "C", "C", "C", "C", "C", "C", "S", "H", "H", "H", "H", "H", "H", "C", "N", "N", "C", "O", "C", "C", "C", "C", "C", "C", "C", "C", "C", "H", "H", "H", "H", "H", "H", "H", "H", "H", "H", "H", "H"],
  "positions_angstrom": [[-0.346, 0.579, -1.313], [1.397, 2.295, -0.408], [-2.680, 0.944, 0.457], [-1.816, 2.980, -1.740], [-0.794, -0.759, -4.321], [-0.577, 0.332, -4.256], [0.769, 0.614, -4.168], [1.589, -0.073, -4.377], [2.751, 1.363, 0.425], [1.013, 3.503, 0.939], [2.344, 3.405, -1.530], [-4.273, 0.267, -0.067], [-2.782, 0.120, 2.123], [-3.229, 2.583, 1.134], [-0.951, 3.580, -3.228], [-2.037, 4.674, -0.911], [-3.515, 2.687, -2.351], [-1.344, 1.021, -4.759], [1.213, 1.622, -4.320], [2.957, 0.409, -0.079], [2.518, 1.154, 1.477], [3.672, 1.955, 0.402], [0.725, 2.982, 1.861], [0.192, 4.173, 0.652], [1.901, 4.117, 1.157], [2.506, 2.914, -2.496], [3.318, 3.622, -1.074], [1.824, 4.353, -1.712], [-5.047, 0.424, 0.683], [-4.117, -0.805, -0.179], [-4.584, 0.717, -1.000], [-3.815, 0.200, 2.522], [-2.099, 0.646, 2.817], [-2.509, -0.945, 2.002], [-3.951, 2.451, 1.957], [-3.718, 3.161, 0.336], [-2.334, 3.103, 1.520], [-1.748, 4.072, -3.787], [-0.509, 2.771, -3.810], [-0.196, 4.298, -2.908], [-2.676, 5.217, -1.638], [-1.039, 5.150, -0.861], [-2.528, 4.691, 0.091], [-3.620, 3.318, -3.235], [-4.293, 2.940, -1.621], [-3.639, 1.651, -2.679], [1.371, -2.996, -3.196], [0.511, -2.020, -2.686], [-0.840, -2.251, -2.585], [-1.234, -3.628, -2.664], [-0.242, -4.632, -2.668], [1.059, -4.368, -3.089], [2.891, -2.446, -3.863], [3.595, -2.793, -2.846], [0.903, -0.947, -2.601], [-1.543, -1.358, -2.531], [-2.277, -3.962, -2.645], [-0.501, -5.702, -2.484], [1.816, -5.152, -3.208], [1.061, -2.809, 4.552], [0.616, -1.794, 3.666], [0.725, -1.888, 2.307], [0.386, -0.668, 1.758], [0.280, -0.523, 0.464], [0.222, 0.215, 2.879], [0.389, -0.530, 4.040], [0.367, -0.172, 5.468], [1.717, -2.797, 1.847], [1.443, -4.149, 1.940], [2.508, -5.034, 1.897], [3.798, -4.544, 1.726], [4.025, -3.189, 1.544], [2.965, -2.301, 1.558], [0.742, -2.524, 5.548], [2.145, -2.921, 4.565], [0.611, -3.759, 4.307], [-0.053, 1.236, 2.812], [-0.382, -0.763, 6.010], [1.332, -0.373, 5.965], [0.106, 0.882, 5.603], [0.445, -4.484, 2.169], [2.375, -6.080, 2.097], [4.634, -5.224, 1.683], [5.016, -2.798, 1.416], [3.091, -1.233, 1.514]],
  "forces_ev_per_a": [[-0.8, -0.8, 2.5], [1.7, 1.2, 1.0], [-1.2, -0.4, 2.1], [0.3, 0.9, 0.1], [-0.1, 1.2, 0.0], [1.0, -0.2, -1.6], [-0.8, 1.5, -1.6], [-0.5, -0.7, 1.0], [0.2, -0.4, -0.2], [-0.6, -0.1, 0.1], [-0.2, -0.2, -0.5], [0.0, -0.1, -0.8], [0.7, -0.2, 0.1], [0.4, 0.2, -0.5], [-0.4, 0.0, 0.1], [0.2, -0.4, 0.0], [0.1, -0.3, -0.3], [1.1, -0.6, 1.5], [-0.9, -0.2, 0.3], [-0.1, 0.3, 0.1], [-0.2, 0.1, -0.3], [-0.2, 0.0, 0.0], [0.1, 0.1, -0.3], [0.3, -0.2, 0.1], [-0.2, -0.3, -0.2], [0.1, 0.2, 0.1], [-0.3, -0.1, -0.1], [0.0, -0.3, 0.1], [0.1, 0.1, 0.0], [-0.2, -0.1, -0.2], [-0.3, -0.3, -0.2], [0.6, 0.0, -0.5], [-0.5, -0.6, -0.3], [0.0, 0.5, 0.4], [0.3, -0.2, -0.4], [0.2, -0.1, 0.6], [-0.5, 0.0, -0.1], [0.5, 0.2, -0.4], [-0.1, 0.4, 0.0], [0.0, 0.0, -0.3], [0.4, -0.1, 0.4], [-0.6, -0.1, 0.0], [0.6, -0.1, -1.1], [-0.2, 0.0, 0.1], [0.3, -0.1, -0.2], [-0.1, 0.1, 0.0], [0.5, -0.5, 1.1], [0.3, 1.2, -0.7], [-0.9, -1.3, 0.3], [0.1, 0.5, 0.9], [-0.5, -0.9, -0.6], [-0.4, 1.4, 0.7], [-0.1, 0.6, -1.3], [1.2, -0.5, 1.2], [-0.1, -1.7, -0.2], [0.3, -1.4, 0.1], [0.4, 0.4, 0.2], [-0.1, 1.1, -0.3], [-0.4, 0.4, -0.3], [0.3, -1.0, 0.8], [0.4, 1.2, 0.2], [-1.0, 0.8, -0.7], [0.2, 0.1, 1.2], [-0.3, 1.1, -0.9], [0.2, -0.9, -1.4], [0.0, -0.4, -0.9], [-0.3, 0.5, 0.8], [-0.6, -0.6, -0.5], [0.4, -0.2, 0.2], [0.3, 0.3, 0.1], [0.0, -0.1, -0.3], [0.0, 0.2, -0.4], [0.2, -0.1, 0.6], [0.0, -0.1, 0.0], [0.1, 0.1, -0.1], [-0.1, -0.2, 0.0], [-0.1, 0.6, 0.1], [0.1, 0.1, -0.1], [-0.3, 0.2, -0.3], [0.2, -0.2, 0.0], [-0.2, -0.1, -0.1], [-0.2, -0.3, -0.2], [0.1, -0.1, 0.2], [0.3, -0.1, -0.1], [0.3, 0.2, 0.0]],
  "mulliken_charge": [-0.46, 1.42, 1.10, 1.06, 0.43, -0.49, -0.41, 0.14, -1.13, -0.91, -1.34, -1.46, -1.38, -1.44, -1.26, -1.66, -1.44, 0.42, 0.46, 0.25, 0.26, 0.65, 0.07, 0.16, 0.47, 0.35, 0.49, 0.38, 0.47, 0.47, 0.39, 0.65, 0.30, 0.35, 0.57, 0.39, 0.27, 0.57, 0.11, 0.33, 0.47, 0.51, 0.48, 0.59, 0.43, 0.34, -0.67, 1.02, 0.48, -1.15, -0.59, -0.40, -0.15, 0.17, -0.08, 0.10, 0.42, 0.45, 0.46, -0.88, 0.11, 0.96, -0.72, 0.41, -0.84, 0.87, -1.93, -0.29, -0.34, -0.93, -0.61, -1.01, -0.18, 0.42, 0.32, 0.38, 0.73, 0.43, 0.43, 0.42, 0.74, 0.52, 0.47, 0.50, 0.55],
  "homo_lumo_gap_ev": 6.56,
  "relative_energy_ev": 0.993,
  "charge": 3
}